[1]
Here is one molecule with the formula C4H8O2 from the Open Molecules 2025 dataset. Energies are from ωB97M-V with the def2-TZVPD basis set.

```
14
Properties=species:S:1:pos:R:3:lowdin_charge:R:1
C 1.673 -0.306 -1.068 -0.0815
O 0.308 0.041 -1.057 -0.1698
C -0.603 -0.516 -0.153 -0.2672
C -0.555 -0.354 1.355 -0.0287
C -1.403 0.563 0.519 -0.3154
O -0.920 1.851 0.314 -0.0089
H 1.854 -1.368 -1.278 0.0912
H 2.188 -0.009 -0.145 0.0914
H 2.085 0.273 -1.898 0.0911
H -1.104 -1.410 -0.525 0.1476
H 0.289 0.102 1.865 0.1125
H -1.068 -1.141 1.905 0.1041
H -2.488 0.515 0.557 0.1433
H -0.255 1.757 -0.391 0.0902
```

As for the lowest unoccupied orbital energy: 0.97 eV. For the total energy, the calculation gives -8370.7460 eV. Its largest force on an atom is 0.3 eV Å⁻¹. For the orbital gap, the calculation gives 10.41 eV. The SMILES is CO[C@H]1C[C@H]1O. The energy relative to the best compared isomer or geometry (same formula, charge and spin) comes out at 58.47 kcal per mole.



[2]
Here is C28H31ClF2IrN6O7S as an isolated structure from the Open Molecules 2025 dataset. Energies are from ωB97M-V with the def2-TZVPD basis set.

```
77
Properties=species:S:1:pos:R:3:lowdin_charge:R:1
Ir 0.128 -0.133 -0.443 1.6025
O 0.445 5.661 -2.058 0.1578
C 1.113 4.962 -2.963 -0.4904
O 1.724 5.477 -3.854 0.1211
C 1.129 3.465 -2.818 -0.0310
C 1.880 2.616 -3.627 -0.5752
Cl 2.822 2.955 -4.976 0.9091
N 1.708 1.349 -3.187 -0.0520
N 0.867 1.332 -2.141 0.0224
C 0.520 2.592 -1.903 -0.1342
C -0.381 2.803 -0.731 -0.5147
O -0.703 3.891 -0.328 0.1446
O -0.793 1.675 -0.175 -0.2117
C 2.310 0.122 -3.620 -0.2222
C 1.488 -0.977 -3.816 -0.0385
C 2.062 -2.195 -4.150 -0.0635
C 3.440 -2.298 -4.289 -0.0435
C 4.248 -1.185 -4.100 -0.0330
C 3.684 0.037 -3.761 -0.0319
H -0.028 5.109 -1.398 0.0755
H 0.414 -0.857 -3.753 0.0947
H 1.433 -3.057 -4.336 0.1120
H 3.886 -3.246 -4.562 0.1194
H 5.321 -1.267 -4.197 0.1214
H 4.304 0.905 -3.580 0.1084
N -1.950 -0.336 -1.567 -0.0371
C -2.508 -1.696 -1.583 -0.2082
C -1.384 -2.648 -1.933 -0.2103
N -0.287 -2.430 -0.972 -0.0518
H -2.548 0.333 -1.090 0.1031
H -1.819 0.008 -2.514 0.1051
H -3.324 -1.792 -2.299 0.1349
H -2.899 -1.914 -0.589 0.1207
H -1.008 -2.438 -2.936 0.1068
H -1.729 -3.682 -1.919 0.1337
H 0.542 -2.955 -1.236 0.0948
H -0.583 -2.735 -0.046 0.0648
O 3.985 2.761 -1.311 -0.0527
C 5.028 2.376 -0.419 -0.2188
N 5.861 1.398 -1.045 0.1223
C 5.700 0.050 -1.071 -0.4450
O 6.468 -0.689 -1.647 0.1048
C 4.523 -0.584 -0.366 -0.0741
C 4.745 -1.784 0.296 0.0627
C 3.666 -2.474 0.830 0.0066
C 2.398 -1.983 0.618 -0.1201
N 2.173 -0.846 -0.066 -0.0767
C 3.222 -0.136 -0.514 -0.0725
H 3.749 3.682 -1.147 0.1068
H 4.607 1.963 0.500 0.1220
H 5.645 3.236 -0.162 0.1455
H 6.626 1.722 -1.620 0.1682
H 5.755 -2.166 0.375 0.1452
H 3.802 -3.392 1.384 0.1265
H 1.530 -2.491 1.021 0.0943
H 3.004 0.796 -1.016 0.0876
F 1.986 2.332 1.186 0.0662
C 1.293 1.582 2.037 -0.2364
F 2.105 0.853 2.794 0.0599
H 0.487 2.089 2.561 0.1284
C -2.559 -1.071 3.400 -0.1949
S -0.912 -0.705 2.828 1.0039
O -0.981 -1.043 1.319 -0.6656
C 0.002 -2.036 3.553 -0.4147
C 0.981 -1.716 4.482 -0.0720
C 1.727 -2.741 5.050 -0.0406
C 1.498 -4.055 4.674 -0.0399
C 0.516 -4.363 3.734 -0.0488
C -0.241 -3.352 3.170 -0.0905
H -2.830 -2.086 3.115 0.0690
H -3.230 -0.340 2.951 0.0705
H -2.562 -0.963 4.484 0.0827
H 1.158 -0.685 4.762 0.1118
H 2.486 -2.509 5.785 0.1222
H 2.079 -4.851 5.119 0.1214
H 0.332 -5.394 3.461 0.1195
H -1.024 -3.585 2.457 0.1117
```

As for the lowest unoccupied orbital energy (alpha / beta): -5.59 / -8.25 eV. As for the multiplicity: 6. For the total energy, the calculation gives -84426.3945 eV. Its largest force on an atom is 0.5 eV Å⁻¹. For the orbital gap (alpha / beta), the calculation gives 8.83 / 6.35 eV. As for the net charge: +2. The energy relative to the best compared isomer or geometry (same formula, charge and spin) comes out at 7.04 kcal per mole.



[3]
Here is one molecule with the formula C19H25N3O5S from the Open Molecules 2025 dataset. Energies are from ωB97M-V with the def2-TZVPD basis set.

```
53
Properties=species:S:1:pos:R:3:lowdin_charge:R:1
C 6.085 3.204 0.937 -0.0770
H 7.086 3.593 0.761 0.0957
O 6.050 1.949 0.301 -0.0543
C 4.907 1.226 0.351 -0.1936
C 3.739 1.614 0.990 -0.0066
C 2.615 0.804 0.976 -0.0262
C 2.640 -0.421 0.322 -0.1646
C 3.823 -0.827 -0.310 0.0516
C 4.947 -0.029 -0.309 -0.1878
O 6.128 -0.340 -0.901 -0.0598
C 6.237 -1.585 -1.549 -0.0730
H 5.536 -1.665 -2.386 0.0990
H 7.257 -1.628 -1.926 0.0949
H 6.068 -2.415 -0.856 0.1003
H 3.809 -1.788 -0.795 0.1089
C 1.489 -1.325 0.273 -0.2738
N 1.740 -2.586 0.062 -0.0089
S 0.540 -3.593 -0.293 0.6211
O 0.815 -4.914 0.157 -0.2726
O 0.131 -3.417 -1.655 -0.2605
N -0.779 -3.000 0.660 -0.1417
C -0.887 -1.668 0.731 -0.1645
C 0.174 -0.835 0.493 0.0137
H 0.020 0.229 0.576 0.1078
C -2.206 -1.060 1.161 -0.4254
O -2.770 -1.353 2.194 0.0852
N -2.661 -0.156 0.276 0.1141
H -2.145 -0.003 -0.577 0.1514
C -3.901 0.578 0.448 -0.2964
C -3.634 2.092 0.410 -0.1432
C -3.778 2.637 -1.007 -0.1994
C -5.232 2.512 -1.482 -0.1966
C -5.920 1.286 -0.868 -0.1970
C -4.912 0.166 -0.632 -0.1448
H -5.421 -0.749 -0.328 0.1181
H -4.385 -0.044 -1.565 0.1191
H -6.380 1.550 0.085 0.1127
H -6.714 0.938 -1.530 0.1092
H -5.246 2.439 -2.571 0.1075
H -5.789 3.409 -1.208 0.1072
H -3.467 3.682 -1.038 0.1089
H -3.117 2.083 -1.676 0.1065
H -2.631 2.286 0.796 0.1148
H -4.342 2.603 1.062 0.1187
H -4.269 0.294 1.438 0.1475
C -1.805 -3.932 1.045 -0.0398
H -2.266 -3.623 1.982 0.0918
H -2.570 -4.013 0.268 0.1064
H -1.309 -4.895 1.159 0.0865
H 1.737 1.129 1.511 0.1086
H 3.694 2.556 1.513 0.1051
H 5.917 3.114 2.015 0.0979
H 5.349 3.893 0.510 0.0975
```

As for the lowest unoccupied orbital energy: -0.36 eV. For the total energy, the calculation gives -45650.9505 eV. Its largest force on an atom is 1.2 eV Å⁻¹. For the orbital gap, the calculation gives 7.97 eV. The SMILES is COc1ccc(C2=NS(=O)(=O)N(C)C(C(=O)NC3CCCCC3)=C2)cc1OC. The energy relative to the best compared isomer or geometry (same formula, charge and spin) comes out at 64.43 kcal per mole.



[4]
Here is a 11-piece molecular cluster, C13H47Cl2O14P overall from the Open Molecules 2025 dataset. Energies are from ωB97M-V with the def2-TZVPD basis set.

```
77
Properties=species:S:1:pos:R:3:lowdin_charge:R:1
C 5.833 1.119 1.576 -0.1317
C 4.513 0.975 0.835 -0.7190
Cl 3.997 -0.738 0.786 0.6713
C 3.404 1.862 1.391 -0.7121
Cl 3.213 1.749 3.164 0.7398
O 2.196 1.631 0.720 -0.2397
P 0.792 1.093 1.227 0.3589
O -0.073 0.835 0.049 -0.2106
O 0.197 2.245 2.174 -0.1132
O 0.997 -0.192 2.134 -0.1118
H 6.055 2.173 1.763 0.0884
H 6.637 0.707 0.966 0.0835
H 5.804 0.576 2.521 0.0656
H 4.638 1.294 -0.205 0.1106
H 3.672 2.894 1.145 0.1029
H 0.234 2.162 3.136 0.0288
H 1.191 -0.053 3.062 0.0690
C -1.242 3.224 4.739 -0.1331
O 0.133 2.886 4.970 -0.1337
H -1.495 2.944 3.722 0.0563
H -1.898 2.671 5.412 0.0815
H -1.410 4.296 4.865 0.0868
H 0.330 3.140 5.871 0.0849
C 2.484 5.118 -0.941 -0.1428
O 3.562 4.905 -0.030 -0.1286
H 2.838 4.781 -1.911 0.0772
H 1.606 4.527 -0.668 0.0734
H 2.211 6.175 -1.005 0.0786
H 3.254 5.180 0.837 0.0721
C -0.569 -1.586 -2.721 -0.1524
O -0.913 -0.208 -2.720 -0.1337
H -0.810 -1.980 -3.708 0.0626
H 0.501 -1.727 -2.533 0.0792
H -1.131 -2.133 -1.964 0.0562
H -0.683 0.141 -1.848 0.0256
C -3.483 2.394 0.759 -0.1354
O -2.864 1.265 1.358 -0.1435
H -4.545 2.171 0.684 0.0792
H -3.358 3.298 1.360 0.0753
H -3.088 2.571 -0.243 0.0822
H -1.919 1.446 1.429 0.0202
C 1.296 -4.919 -2.004 -0.1549
O 2.466 -4.882 -2.814 -0.1217
H 1.069 -5.968 -1.830 0.0804
H 1.448 -4.423 -1.043 0.0774
H 0.443 -4.454 -2.508 0.0616
H 2.694 -3.966 -2.976 0.0659
C -1.267 -3.719 -6.180 -0.1672
O -0.056 -4.447 -6.027 -0.1176
H -1.607 -3.907 -7.196 0.0763
H -2.039 -4.055 -5.482 0.0767
H -1.118 -2.642 -6.059 0.0675
H 0.283 -4.316 -5.140 0.0511
C -2.257 -2.462 0.669 -0.1544
O -0.858 -2.348 0.460 -0.1253
H -2.612 -3.231 -0.013 0.0667
H -2.509 -2.752 1.695 0.0724
H -2.768 -1.522 0.437 0.0756
H -0.528 -1.648 1.026 0.0316
C -2.278 -0.996 4.862 -0.1476
O -2.002 0.220 4.181 -0.1414
H -1.743 -0.967 5.810 0.0779
H -3.345 -1.111 5.071 0.0798
H -1.938 -1.871 4.300 0.0714
H -2.484 0.208 3.332 0.0602
C -5.278 -3.151 -1.384 -0.1651
O -4.074 -3.056 -2.128 -0.1324
H -5.472 -4.212 -1.238 0.0798
H -5.194 -2.675 -0.402 0.0702
H -6.128 -2.714 -1.914 0.0764
H -3.874 -2.128 -2.268 0.0724
C 1.556 2.083 -2.904 -0.1449
O 2.716 1.980 -2.085 -0.1333
H 1.877 2.528 -3.845 0.0807
H 1.108 1.108 -3.110 0.0635
H 0.794 2.726 -2.455 0.0761
H 2.444 1.584 -1.253 0.0256
```

As for the lowest unoccupied orbital energy: 0.03 eV. For the total energy, the calculation gives -77241.7427 eV. Its largest force on an atom is 1.6 eV Å⁻¹. For the orbital gap, the calculation gives 9.61 eV. The SMILES is C[C@@H](Cl)[C@H](Cl)OP(=O)(O)O.CO.CO.CO.CO.CO.CO.CO.CO.CO.CO.



[5]
Here is a 2-piece molecular cluster, C2H4N4O2S overall from the Open Molecules 2025 dataset. Energies are from ωB97M-V with the def2-TZVPD basis set.

```
13
Properties=species:S:1:pos:R:3:lowdin_charge:R:1
C 1.073 1.872 0.592 -0.0981
C -0.158 1.347 0.495 -0.1442
N 1.771 1.369 -0.493 0.0013
N 1.131 0.558 -1.129 0.0355
N -0.143 0.516 -0.526 -0.2447
N 0.226 -2.307 0.534 0.0528
O -2.418 -0.704 -0.458 -0.3053
O -0.769 -1.211 -2.279 -0.2726
S -1.069 -0.837 -0.949 0.7668
H 1.645 2.560 1.288 0.1294
H -1.160 1.499 0.972 0.1491
H -0.144 -3.174 0.859 -0.0197
H 0.016 -1.490 1.095 -0.0502
```

As for the lowest unoccupied orbital energy (alpha / beta): -1.90 / -1.42 eV. For the total energy, the calculation gives -23023.9666 eV. Its largest force on an atom is 4.2 eV Å⁻¹. For the orbital gap (alpha / beta), the calculation gives 8.88 / 8.53 eV. The energy relative to the best compared isomer or geometry (same formula, charge and spin) comes out at 94.71 kcal per mole.



[6]
Here is C19H35BrGeN2O3RuS as an isolated structure from the Open Molecules 2025 dataset. Energies are from ωB97M-V with the def2-TZVPD basis set.

```
63
Properties=species:S:1:pos:R:3:lowdin_charge:R:1
Ru -0.222 0.351 -0.072 1.3641
C -1.302 -3.350 -1.187 -0.0199
C -0.057 -2.574 -1.570 -0.6438
C 1.169 -3.472 -1.536 -0.0322
C -0.223 -1.949 -2.942 -0.0240
O 0.157 -1.509 -0.572 -0.4797
Ge 0.972 -1.798 1.415 1.1516
O -0.546 -0.665 1.780 -0.5074
C -1.822 -1.109 2.368 -0.6587
C -2.092 -0.221 3.567 -0.0227
C -2.932 -0.978 1.335 -0.0356
C -1.683 -2.558 2.809 -0.0592
O 1.739 -0.206 0.885 -0.4660
C 2.814 0.612 1.467 -0.6508
C 2.243 1.979 1.774 -0.0435
C 3.923 0.699 0.436 -0.0144
C 3.289 -0.077 2.735 -0.0446
H -1.419 -4.206 -1.853 0.1089
H -2.196 -2.731 -1.275 0.0842
H -1.227 -3.727 -0.166 0.0780
H 1.112 -4.209 -2.337 0.1086
H 1.237 -4.013 -0.590 0.0757
H 2.080 -2.885 -1.672 0.0944
H -0.568 -2.707 -3.645 0.1082
H 0.715 -1.543 -3.319 0.0828
H -0.969 -1.150 -2.915 0.0831
H -2.084 0.831 3.279 0.0594
H -1.336 -0.375 4.338 0.0991
H -3.070 -0.459 3.991 0.1067
H -3.262 0.060 1.259 0.0617
H -3.799 -1.577 1.616 0.1080
H -2.593 -1.339 0.360 0.0542
H -0.865 -2.667 3.524 0.0860
H -1.497 -3.219 1.958 0.0640
H -2.598 -2.893 3.297 0.1094
H 1.788 2.406 0.876 0.0544
H 3.035 2.659 2.092 0.1082
H 1.497 1.923 2.571 0.0868
H 3.576 1.212 -0.464 0.0739
H 4.275 -0.297 0.162 0.0995
H 4.765 1.261 0.842 0.1056
H 2.463 -0.200 3.441 0.0887
H 4.060 0.516 3.225 0.1081
H 3.716 -1.058 2.510 0.0900
Br 2.438 3.398 -5.199 0.9474
C 1.550 2.538 -3.836 -0.6626
C 2.132 1.417 -3.232 -0.0916
C 1.432 0.772 -2.246 -0.1105
C 0.175 1.269 -1.779 -0.2810
C -0.395 2.393 -2.426 -0.0928
C 0.280 3.018 -3.435 -0.0812
H 3.102 1.061 -3.553 0.1240
H 1.861 -0.112 -1.797 0.0931
H -1.358 2.784 -2.127 0.0757
H -0.144 3.884 -3.925 0.1196
N -3.270 2.254 -0.787 0.1447
C -2.567 2.931 0.111 -0.8035
N -2.972 4.133 0.483 0.1515
S -1.142 2.325 0.885 0.7562
H -4.113 2.627 -1.198 0.1442
H -3.012 1.312 -1.027 0.1005
H -3.829 4.543 0.142 0.1422
H -2.433 4.663 1.150 0.1232
```

As for the lowest unoccupied orbital energy (alpha / beta): -6.26 / -9.04 eV. As for the multiplicity: 5. For the total energy, the calculation gives -169354.4954 eV. Its largest force on an atom is 0.9 eV Å⁻¹. For the orbital gap (alpha / beta), the calculation gives 8.55 / 5.88 eV. As for the net charge: +2.